DFT (ωB97M-V with the def2-TZVPD basis set) results for 2 unconnected molecules or ions with the total composition C2HNO4.

Cartesian coordinates (Å):
O 1.367635 0.045405 -1.650896
C 0.549861 0.362301 -0.867867
N -0.417389 -0.063535 0.008830
O 0.227485 1.292290 -0.006426
H -0.172030 -0.575266 0.874032
O -0.528468 1.766839 -2.932195
C 0.405676 2.404201 -2.916782
O 1.360198 3.012389 -2.918833

Forces on atoms 1 to 3 (eV/Å):
O -0.2 0.3 -0.6
C 1.3 -1.6 1.4
N -1.8 -1.1 0.1

Computed properties:
multiplicity: 1
SMILES: O=C1NO1.O=C=O
net charge: 0
total energy: -432.466006 Eh
orbital gap: 11.6 eV


DFT (ωB97M-V with the def2-TZVPD basis set) results for a molecular structure, C44H42As2N2PtS2SeTe.

Cartesian coordinates (Å):
Pt 0.942211 -0.632484 0.178028
S 3.451677 -0.551279 0.130612
C 3.594488 1.154266 0.407307
N 4.665783 1.631731 1.105125
C 4.677198 3.018473 1.529419
C 4.170938 3.869333 0.391923
N 2.844218 3.413888 0.030925
C 1.854149 4.445055 -0.250546
C 1.612940 5.315239 0.958442
C 1.077713 4.744122 2.110982
C 0.857416 5.517935 3.237578
C 1.170960 6.872754 3.225567
C 1.702037 7.447955 2.082283
C 1.923064 6.668396 0.952559
C 2.601664 2.071922 -0.057665
S 1.089162 1.549205 -0.706656
C 5.681374 0.774942 1.693791
C 5.482831 0.616026 3.183021
C 4.273629 0.120020 3.668554
C 4.068969 -0.009113 5.031581
C 5.069910 0.348961 5.927703
C 6.274101 0.841482 5.451562
C 6.475215 0.978126 4.083001
H 5.698964 3.286760 1.799955
H 4.042697 3.162989 2.411717
H 4.850292 3.799264 -0.466250
H 4.106770 4.912359 0.698414
H 0.932146 3.947781 -0.539956
H 2.184107 5.052366 -1.100379
H 0.824363 3.688974 2.115202
H 0.431950 5.065293 4.124169
H 0.997209 7.477090 4.106644
H 1.946385 8.502449 2.066450
H 2.337520 7.117605 0.056397
H 6.663833 1.212355 1.492397
H 5.631896 -0.191107 1.196766
H 3.497665 -0.155678 2.962293
H 3.122666 -0.388121 5.398144
H 4.905239 0.248762 6.992749
H 7.056325 1.128054 6.142826
H 7.415467 1.371429 3.711951
C -0.571933 -3.883499 -0.095132
C -1.668528 -3.051783 0.555460
As -1.515472 -1.173874 -0.035473
C -3.195272 -0.477985 0.640430
C -3.894088 0.468862 -0.102918
C -5.039394 1.052729 0.414499
C -5.492476 0.700513 1.679225
C -4.794966 -0.237307 2.424945
C -3.646340 -0.821975 1.909340
C -1.942664 -1.433705 -1.917743
C -3.130898 -2.040940 -2.319452
C -3.389258 -2.245460 -3.665353
C -2.463045 -1.838800 -4.619915
C -1.284562 -1.227822 -4.225226
C -1.021194 -1.024669 -2.874083
As 1.149344 -3.067361 0.371660
C 1.530289 -3.889401 2.087135
C 1.279273 -5.245776 2.287762
C 1.562081 -5.835457 3.509526
C 2.114030 -5.075463 4.534630
C 2.391500 -3.734327 4.329473
C 2.101731 -3.142592 3.105815
C 2.430297 -3.962200 -0.760091
C 2.152148 -4.105059 -2.116722
C 3.093477 -4.670163 -2.964153
C 4.320624 -5.081261 -2.461912
C 4.604646 -4.924477 -1.113427
C 3.662822 -4.365417 -0.261139
H -0.673432 -3.847594 -1.181637
H -0.584035 -4.929199 0.212141
H -1.587112 -3.074210 1.644839
H -2.664814 -3.401803 0.282049
H -3.542017 0.758305 -1.086236
H -5.575021 1.790144 -0.169767
H -6.384319 1.161581 2.083510
H -5.135680 -0.509002 3.415825
H -3.099935 -1.532582 2.518224
H -3.868085 -2.342247 -1.583492
H -4.314220 -2.717165 -3.972136
H -2.666343 -1.995943 -5.671560
H -0.563410 -0.903103 -4.964567
H -0.095931 -0.552139 -2.563753
H 0.870679 -5.852596 1.487792
H 1.359053 -6.887903 3.660462
H 2.339450 -5.535713 5.488003
H 2.837265 -3.146099 5.121601
H 2.347631 -2.103933 2.936310
H 1.208061 -3.764137 -2.526349
H 2.870378 -4.781990 -4.017374
H 5.058140 -5.517983 -3.122839
H 5.564516 -5.236118 -0.721836
H 3.894246 -4.242998 0.790292
Te 0.418761 0.362166 2.713219
Se -1.129333 2.141452 2.491633

Forces on atoms 1 to 3 (eV/Å):
Pt -0.1 -0.6 0.2
S 0.2 0.3 0.0
C -0.1 -0.1 0.0

Computed properties:
multiplicity: 5
net charge: 0
total energy: -9868.090761 Eh
orbital gap (spin up / spin down): 5.7 / 6.2 eV


DFT (ωB97M-V with the def2-TZVPD basis set) results for C2H3NS3 in the gas phase.

Cartesian coordinates (Å):
S 2.723672 -0.578648 0.058600
C 1.254457 -0.150190 0.460484
S 0.381309 1.060308 -0.465605
C -1.212430 1.255937 0.333495
N -2.144807 0.440165 0.520419
S -1.957843 -1.085146 -0.264939
H 0.701466 -0.687202 1.230235
H -1.258861 2.261076 0.720287
H -3.035334 -1.633732 0.393754

Forces on atoms 1 to 3 (eV/Å):
S 1.1 -0.2 -0.2
C -1.3 -0.1 -0.1
S 0.2 -0.2 -0.3

Computed properties:
multiplicity: 1
SMILES: S=CS/C=N\S
net charge: 0
total energy: -1327.260507 Eh
orbital gap: 8.6 eV


DFT (ωB97M-V with the def2-TZVPD basis set) results for C5H8N2 in the gas phase.

Cartesian coordinates (Å):
C -0.828379 1.421653 0.110582
C -0.114899 0.074555 0.111995
C -1.062916 -1.084770 0.393235
N 0.637128 -0.165223 -1.143853
C 1.190247 0.136638 0.889913
C 1.970809 -0.256601 -0.688789
N 3.079965 -0.662215 -0.749148
H -1.335765 1.580272 1.066701
H -1.587379 1.452997 -0.680740
H -0.113184 2.235708 -0.034522
H -1.906640 -1.097894 -0.306151
H -0.533541 -2.039460 0.312288
H -1.463660 -0.993395 1.409530
H 0.551970 0.594188 -1.818979
H 1.315122 -0.745544 1.543804

Forces on atoms 1 to 3 (eV/Å):
C -0.1 0.0 0.0
C 0.2 0.4 -0.1
C 0.1 0.0 0.2

Computed properties:
multiplicity: 1
net charge: 0
total energy: -304.641403 Eh
orbital gap (spin up / spin down): 7.7 / 7.9 eV


DFT (ωB97M-V with the def2-TZVPD basis set) results for 7 unconnected molecules or ions with the total composition C7H27ClO10.

Cartesian coordinates (Å):
O 0.113449 -0.742371 0.923203
H 0.870191 -0.477256 1.501408
H -0.550816 -1.342205 1.367872
H -0.351377 0.077044 0.618422
Cl 0.425714 -4.123667 -0.345610
O 1.623379 -3.851231 -1.106778
O 0.727900 -4.075955 1.060412
O -0.557298 -3.084178 -0.648746
O -0.167983 -5.395253 -0.629993
C -0.794448 -0.276070 -2.920625
C -0.936931 0.866694 -3.913482
C -1.794472 2.001623 -3.383980
O 0.357096 1.325701 -4.266817
H -1.715003 -0.828287 -2.694981
H -0.587014 0.079522 -1.903451
H -0.052954 -1.026003 -3.191449
H -1.394737 0.450651 -4.821364
H -2.816380 1.668521 -3.192836
H -1.789614 2.808881 -4.114227
H -1.482276 2.333996 -2.392224
H 0.925056 0.617525 -4.572251
C 2.130586 1.029623 3.151314
O 2.077580 -0.354870 2.814295
H 1.242882 1.509667 2.737707
H 2.038075 1.189842 4.227446
H 2.975532 1.583711 2.746400
H 2.841995 -0.767928 3.228657
C -1.465779 2.267186 0.392563
O -1.900913 0.924635 0.348333
H -1.625246 2.738773 1.370704
H -0.396819 2.301296 0.187912
H -1.962158 2.931235 -0.320563
H -2.859678 0.899216 0.409820
C 1.875317 1.898955 -1.214255
O 2.172046 1.407535 0.088060
H 1.340587 2.851069 -1.113780
H 2.804875 2.109971 -1.742060
H 1.180585 1.285072 -1.794723
H 3.059776 1.046389 0.091530
C -0.633111 -2.348890 4.031116
O -1.359725 -1.878068 2.902650
H 0.410651 -2.060589 3.975530
H -0.981614 -2.000437 5.010305
H -0.739362 -3.434867 4.079015
H -2.277578 -2.136213 3.019536

Forces on atoms 1 to 3 (eV/Å):
O 0.0 0.7 -0.4
H 0.3 -0.6 0.3
H 0.3 -0.2 0.3

Computed properties:
multiplicity: 1
net charge: 0
total energy: -1495.097240 Eh
orbital gap: 8.2 eV


DFT (ωB97M-V with the def2-TZVPD basis set) results for C3H2FIO2 in the gas phase.

Cartesian coordinates (Å):
C 0.795899 0.526573 0.139776
C -0.251756 0.024326 1.051497
C -0.467387 -1.164804 -0.748764
O 0.625995 -0.298958 -0.942640
O -0.983168 -0.856424 0.426112
F 0.684929 2.099149 -0.147214
I -1.835409 -1.021483 -2.367356
H 1.831580 0.520689 0.487713
H -0.400684 0.170933 2.100877

Forces on atoms 1 to 3 (eV/Å):
C 0.0 1.1 0.9
C 1.2 1.4 0.1
C 0.6 1.4 -1.5

Computed properties:
multiplicity: 1
net charge: 0
total energy: -663.414276 Eh
orbital gap (spin up / spin down): 7.7 / 7.7 eV